No. 1
Computed, not measured: one molecule with the formula C6H12O, with the ωB97M-V functional and the def2-TZVPD basis.

```
! wB97M-V def2-TZVPD RIJCOSX def2/J DEFGRID3
* xyz 0 1
C -0.94033 -2.06764 -0.24623
C -1.87642 -1.26265 0.24196
C -2.03627 0.11295 -0.33077
C -0.80220 0.94488 0.15471
O 0.32641 0.15914 0.45290
C 1.41455 0.09792 -0.44434
C 2.49299 1.01887 0.09630
H -0.42886 -1.80220 -1.17208
H -0.55372 -2.92621 0.29138
H -2.33440 -1.46313 1.20797
H -2.09221 0.07883 -1.42599
H -2.95332 0.60849 0.01550
H -0.55528 1.72794 -0.57613
H -1.07646 1.42659 1.09949
H 1.77213 -0.94393 -0.47120
H 1.12433 0.35552 -1.47600
H 3.40381 1.01960 -0.51027
H 2.09318 2.03679 0.15244
H 2.73853 0.69895 1.11502
*
```

LUMO energy = 1.1 eV
Kohn-Sham gap = 10.310 eV
Energy = -8462.4200 eV
M = 100.16 Da
Relative energy (zero: lowest compared OMol25 entry of this formula, charge and spin) = 1.9339 eV


No. 2
Computed, not measured: one molecule with the formula C6H12O, with the ωB97M-V functional and the def2-TZVPD basis.

```
! wB97M-V def2-TZVPD RIJCOSX def2/J DEFGRID3
* xyz 0 1
C -2.33409 -1.50798 -1.50041
C -0.87105 -1.14782 -1.63546
O -0.25971 -0.97247 -0.33281
C -0.59276 0.13906 0.26959
C 0.18022 0.22533 1.56012
C 1.07123 1.47608 1.46031
C 2.22644 1.28314 0.47891
H -2.85669 -0.70045 -0.97917
H -2.46022 -2.43667 -0.93516
H -2.78135 -1.63863 -2.49136
H -0.74154 -0.21340 -2.18723
H -0.29125 -1.94044 -2.11581
H 0.44442 2.31462 1.13466
H 0.78131 -0.66931 1.78395
H -0.54908 0.37293 2.36782
H 1.46249 1.72878 2.45197
H 2.78247 2.21423 0.32670
H 2.92900 0.52413 0.84248
H 1.86013 0.94886 -0.49909
*
```

LUMO energy = 1.1 eV
Kohn-Sham gap = 9.344 eV
Energy = -8461.5493 eV
M = 100.16 Da
Relative energy (zero: lowest compared OMol25 entry of this formula, charge and spin) = 2.8046 eV


No. 3
Computed, not measured: one molecule with the formula C6H12O, with the ωB97M-V functional and the def2-TZVPD basis.

```
! wB97M-V def2-TZVPD RIJCOSX def2/J DEFGRID3
* xyz 0 1
C -1.43206 0.61498 1.68079
C -1.42695 -0.24764 0.41821
C -0.09357 -0.90626 0.13843
C 0.30247 -1.30737 -1.26327
C 1.07169 -0.24079 -0.55292
C 1.05312 1.20132 -1.03054
O 2.34212 -0.67666 -0.12640
H -2.43832 0.98671 1.90300
H -0.77197 1.48319 1.57467
H -1.09048 0.04292 2.55173
H -1.73686 0.35257 -0.44763
H -2.18025 -1.04042 0.52297
H 0.22495 -1.60880 0.90965
H -0.35142 -0.99171 -2.07415
H 0.79283 -2.26463 -1.40910
H 2.06344 1.45062 -1.37591
H 0.77876 1.90576 -0.23486
H 0.36703 1.35510 -1.87037
H 2.53731 -0.22361 0.70412
*
```

LUMO energy = 1.0 eV
Kohn-Sham gap = 10.482 eV
Energy = -8463.2847 eV
M = 100.16 Da
Relative energy (zero: lowest compared OMol25 entry of this formula, charge and spin) = 1.0692 eV


No. 4
Computed, not measured: one molecule with the formula C6H12O, with the ωB97M-V functional and the def2-TZVPD basis.

```
! wB97M-V def2-TZVPD RIJCOSX def2/J DEFGRID3
* xyz 0 1
C -0.97175 0.83198 1.77745
C -0.57024 -0.36192 0.92234
O -1.72139 -0.85515 0.22330
C -1.09604 -0.67045 -1.04887
C 0.23741 -0.18396 -0.42105
C 1.43183 -1.14911 -0.67240
C 0.77004 1.25399 -0.63913
H -1.71589 0.50060 2.51380
H -0.11912 1.24850 2.32376
H -1.43927 1.62345 1.18163
H -0.13627 -1.13241 1.57546
H -1.64459 0.02946 -1.69286
H -1.03647 -1.63850 -1.57077
H 1.69050 -1.74882 0.19344
H 2.31401 -0.58110 -0.96875
H 1.21933 -1.83287 -1.50285
H 1.66614 1.36252 -0.02796
H 0.08546 2.06622 -0.36773
H 1.08481 1.44273 -1.67224
*
```

LUMO energy = 1.0 eV
Kohn-Sham gap = 10.437 eV
Energy = -8463.0135 eV
M = 100.16 Da
Relative energy (zero: lowest compared OMol25 entry of this formula, charge and spin) = 1.3404 eV


No. 5
Computed, not measured: one molecule with the formula C6H12O, with the ωB97M-V functional and the def2-TZVPD basis.

```
! wB97M-V def2-TZVPD RIJCOSX def2/J DEFGRID3
* xyz 0 1
C 2.16941 1.12352 -0.12481
C 1.71147 0.21729 0.73795
C 0.49369 -0.64079 0.46679
O 1.10746 -1.67067 -0.32436
C -0.68293 -0.00888 -0.28607
C -1.70072 -1.07579 -0.70409
C -1.33539 1.08348 0.55812
H 1.52658 1.56684 -0.88547
H 3.21701 1.41087 -0.13189
H 2.38936 -0.22976 1.46521
H 0.10516 -1.10506 1.38671
H 1.70382 -1.14888 -0.86589
H -0.28523 0.43912 -1.20848
H -2.51484 -0.62805 -1.28702
H -1.23219 -1.85633 -1.30987
H -2.15129 -1.55512 0.17445
H -1.76618 0.65431 1.47162
H -2.14577 1.57678 0.01143
H -0.60941 1.84712 0.85568
*
```

LUMO energy = 1.1 eV
Kohn-Sham gap = 10.942 eV
Energy = -8463.1367 eV
M = 100.16 Da
Relative energy (zero: lowest compared OMol25 entry of this formula, charge and spin) = 1.2172 eV


No. 6
Computed, not measured: one molecule with the formula C6H12O at a distorted geometry, with the ωB97M-V functional and the def2-TZVPD basis.

```
! wB97M-V def2-TZVPD RIJCOSX def2/J DEFGRID3
* xyz 0 1
C -2.34020 -0.95973 0.17743
C -1.45237 -1.60034 -0.58028
C -0.09946 -1.10906 -0.95876
C 0.09318 0.44769 -1.06878
C 0.33686 1.15004 0.28143
C 1.46826 0.65666 1.15629
O 2.71935 1.25918 0.85644
H -2.45423 0.08893 0.43175
H -3.29517 -1.42172 0.40857
H -1.68926 -2.64089 -0.78269
H 0.24298 -1.48238 -1.92894
H 0.63255 -1.49549 -0.24900
H -0.78372 0.84859 -1.57186
H 0.98342 0.50956 -1.69089
H -0.58034 1.18894 0.86843
H 0.57028 2.19473 0.02895
H 1.61420 -0.41718 1.00770
H 1.21429 0.76767 2.21721
H 2.81936 2.01480 1.39698
*
```

LUMO energy = 1.0 eV
Kohn-Sham gap = 10.640 eV
Energy = -8462.7366 eV
M = 100.16 Da
Relative energy (zero: lowest compared OMol25 entry of this formula, charge and spin) = 1.6173 eV


No. 7
Computed, not measured: one molecule with the formula C6H12O at a distorted geometry, with the ωB97M-V functional and the def2-TZVPD basis.

```
! wB97M-V def2-TZVPD RIJCOSX def2/J DEFGRID3
* xyz 0 1
C -0.41532 -0.05595 -1.75322
C 0.67650 -0.05435 -0.82043
C 2.14605 0.28283 -1.25304
C 0.49681 -0.89504 0.41936
C -0.00271 0.17834 1.43449
C -1.55313 0.58761 1.22074
O -2.45632 -0.49171 1.14148
H -1.49576 0.06776 -1.32183
H -0.16992 -0.41948 -2.68604
H 2.49299 1.26233 -0.90261
H 2.17402 0.29410 -2.34959
H 2.83153 -0.52551 -0.67853
H 1.44367 -1.45374 0.78814
H -0.22684 -1.80625 0.29622
H 0.47885 1.08369 1.15919
H 0.13847 -0.01130 2.53160
H -1.84847 1.24920 2.01982
H -1.66802 1.18473 0.39931
H -3.04239 -0.47726 0.35495
*
```

LUMO energy = 0.7 eV
Kohn-Sham gap = 8.860 eV
Energy = -8460.4545 eV
M = 100.16 Da
Relative energy (zero: lowest compared OMol25 entry of this formula, charge and spin) = 3.8995 eV


No. 8
Computed, not measured: a 2-piece molecular cluster, C6H12O overall, with the ωB97M-V functional and the def2-TZVPD basis.

```
! wB97M-V def2-TZVPD RIJCOSX def2/J DEFGRID3
* xyz 0 1
C -1.88110 -0.87652 -0.71927
C -0.71220 -0.08258 -0.12513
C -1.20301 1.14228 0.65029
C 0.04819 -1.01549 0.79079
O 0.96169 -1.96890 0.16375
C 1.50399 -1.20063 1.05953
C 2.48847 0.83305 -0.48202
H -2.50169 -0.25322 -1.37148
H -1.51454 -1.72900 -1.30111
H -2.52067 -1.26633 0.08341
H -0.06661 0.25318 -0.94429
H -1.79907 0.84621 1.52259
H -1.83938 1.76279 0.00975
H -0.36970 1.75719 1.00706
H -0.58082 -1.49658 1.53877
H 2.58881 0.14645 0.36968
H 2.16288 0.27250 -1.36491
H 3.47514 1.26207 -0.64663
H 1.75964 1.61353 -0.24079
*
```

LUMO energy = 0.9 eV
Kohn-Sham gap = 10.180 eV
Energy = -8460.4581 eV
M = 100.16 Da
Relative energy (zero: lowest compared OMol25 entry of this formula, charge and spin) = 3.8959 eV